1.
Below is 2 unconnected molecules or ions with the total composition C11H18 in a non-equilibrium geometry, with properties calculated with the ωB97M-V functional and the def2-TZVPD basis.

The calculation puts the HOMO energy (spin up / spin down) at 0.67 / -3.35 eV. As for the charge: -1. Its LUMO energy (spin up / spin down) is 3.609 / 3.584 eV. The orbital gap (spin up / spin down) comes out at 2.939 / 6.930 eV. As for the spin multiplicity: 2. The calculation puts the total energy at -429.8772 Ha. Its expectation value of S² is 0.761.

Cartesian coordinates (Å):
C 1.268365 0.770699 -1.111693
C 2.354289 -1.350441 -0.569200
C -1.057397 0.352912 1.439346
C 1.535772 -2.017372 -1.530085
C 0.578874 0.149686 -2.184374
C 0.686917 -1.199858 -2.359546
C -2.476695 0.548145 1.973775
C -0.086834 1.361020 2.044589
C -0.502212 0.890399 -2.935184
C -0.575194 -1.100419 1.648520
C 2.205208 -0.012159 -0.350776
H 1.246351 1.842284 -0.927406
H 0.275802 2.097086 1.320953
H 0.002560 -1.461426 0.787291
H -1.149832 0.250934 -3.531627
H -2.436588 0.799510 3.038701
H 1.400380 -3.096889 -1.569079
H -1.372157 -1.828007 1.816949
H -3.011732 1.352812 1.462051
H 0.184252 -1.687231 -3.189423
H 0.092743 -1.157133 2.507743
H -0.542300 1.853838 2.913806
H 0.838629 0.907719 2.408194
H 2.868006 0.473246 0.358933
H 2.990543 -1.992756 0.029510
H -3.020324 -0.396856 1.933260
H -0.098929 1.694196 -3.571522
H -1.077462 0.524631 0.362100
H -1.121036 1.431430 -2.215805

Cartesian forces (eV/Å) of the 3 atoms listed first:
0.60 0.36 0.35
-0.77 -0.93 -0.23
-0.09 -0.62 -0.26


2.
Below is a single C7H5Cl3N2OS molecule in a non-equilibrium geometry, with properties calculated with the ωB97M-V functional and the def2-TZVPD basis.

The calculation puts the HOMO energy at -9.13 eV. As for the charge: 0. Its LUMO energy is -0.797 eV. The orbital gap comes out at 8.330 eV. As for the spin multiplicity: 1. The calculation puts the total energy at -2233.1100 Ha.

Cartesian coordinates (Å):
Cl -3.447336 -1.261020 -0.090632
Cl -2.421570 1.922514 -0.382455
Cl -0.643207 -2.550393 -1.346106
S 1.863485 0.851103 0.444206
O 1.492560 0.301144 1.743989
N 0.778894 1.648840 -2.820233
N -1.771256 -0.286814 1.766885
C 0.129407 1.234275 -0.363158
C 0.358555 1.478342 -1.748253
C -1.132627 0.839570 1.663991
C -0.742254 -1.518862 0.079127
C 2.232777 -0.565333 -0.651228
C -0.989137 1.443619 0.369808
C -1.901932 -1.054802 0.594323
H 2.949000 -1.139666 -0.132008
H -1.026165 1.402305 2.560504
H 0.110630 -1.345055 0.743617
H 1.299622 -1.059725 -0.966054
H 2.860552 -0.340048 -1.466330

Cartesian forces (eV/Å) of the 3 atoms listed first:
-0.20 -0.21 0.16
-0.61 0.63 -0.29
-0.01 0.62 0.96